1.
{"formula": "C41H61BeN2O5S", "method": "ωB97M-V/def2-TZVPD", "homo_lumo_gap_ev": 6.11, "lumo_ev": 2.37, "charge": -1, "elements": ["Be", "C", "N", "C", "C", "C", "N", "C", "C", "C", "C", "C", "C", "C", "O", "C", "C", "C", "C", "C", "C", "C", "C", "C", "C", "C", "C", "C", "C", "C", "O", "C", "C", "C", "C", "C", "C", "C", "C", "H", "H", "H", "H", "H", "H", "H", "H", "H", "H", "H", "H", "H", "H", "H", "H", "H", "H", "H", "H", "H", "H", "H", "H", "H", "H", "H", "H", "H", "H", "H", "H", "H", "H", "H", "H", "H", "H", "H", "H", "H", "H", "H", "H", "H", "H", "H", "H", "H", "H", "H", "H", "H", "H", "C", "C", "C", "C", "C", "C", "C", "S", "O", "O", "O", "H", "H", "H", "H", "H", "H", "H"], "coordinates": [[0.19904, -0.39713, -0.37913], [2.22354, -2.12338, 0.39838], [1.13100, -1.33633, 0.94379], [0.25178, -2.18986, 1.73491], [1.64103, -0.24825, 1.76036], [1.96669, 0.93557, 0.86723], [0.74205, 1.42170, 0.23706], [0.02778, 2.26374, 1.21486], [-1.41229, 2.58790, 0.91355], [-1.72690, 3.87581, 0.54942], [-3.04817, 4.28059, 0.43627], [-4.00250, 3.28958, 0.59406], [-3.76563, 1.96497, 0.96897], [-2.41246, 1.61579, 1.22636], [-1.79492, 0.61885, 1.86700], [-5.08259, 1.16526, 1.09800], [-5.81283, 1.22069, -0.25707], [-5.02831, -0.32537, 1.46332], [-5.92662, 1.82770, 2.20631], [-3.37601, 5.76306, 0.32852], [-4.86738, 6.03708, 0.11027], [-2.59550, 6.41847, -0.81705], [-2.95658, 6.41284, 1.65930], [1.04109, 2.22456, -0.96839], [0.43130, 1.74074, -2.25802], [-0.08690, 2.67503, -3.13354], [-0.59040, 2.28926, -4.36517], [-0.59697, 0.92952, -4.63820], [-0.11032, -0.04736, -3.78194], [0.47015, 0.37009, -2.56627], [1.05899, -0.42674, -1.68551], [-0.33683, -1.49414, -4.21578], [0.03943, -2.51983, -3.14908], [-1.83862, -1.66830, -4.50106], [0.47988, -1.80585, -5.48086], [-1.19771, 3.27423, -5.35193], [-0.70880, 2.98315, -6.77782], [-2.72316, 3.13128, -5.28244], [-0.81952, 4.71887, -5.01109], [2.84439, -2.55556, 1.19776], [2.83737, -1.50065, -0.24474], [1.81191, -2.92288, -0.21029], [0.77098, -2.58236, 2.61965], [-0.08679, -3.01753, 1.11875], [-0.64234, -1.62521, 2.02782], [2.52850, -0.54931, 2.33823], [0.85152, 0.02998, 2.45520], [2.64139, 0.60706, 0.07616], [2.46729, 1.73540, 1.44010], [0.58604, 3.20973, 1.32751], [0.04669, 1.75727, 2.17975], [-0.92246, 4.58389, 0.39790], [-5.02621, 3.57928, 0.43703], [-5.16695, 0.77765, -1.01287], [-6.07299, 2.22373, -0.58198], [-6.73131, 0.63482, -0.20227], [-4.96637, -0.94139, 0.57099], [-5.93803, -0.60743, 1.99345], [-4.16801, -0.55849, 2.08538], [-5.98029, 2.90793, 2.11245], [-5.48665, 1.59973, 3.17531], [-6.93918, 1.42978, 2.19057], [-5.21394, 5.55868, -0.80301], [-5.03902, 7.10983, 0.02115], [-5.45662, 5.67515, 0.95035], [-2.85099, 5.94454, -1.76165], [-1.52333, 6.32903, -0.66637], [-2.83457, 7.48052, -0.88371], [-3.45541, 5.91807, 2.48971], [-3.21774, 7.47075, 1.67763], [-1.88375, 6.32182, 1.81142], [2.13169, 2.26130, -1.09882], [0.70500, 3.25347, -0.80690], [-0.07937, 3.71186, -2.82943], [-1.03018, 0.60137, -5.57049], [-0.55433, -2.35345, -2.25684], [1.08737, -2.42898, -2.88442], [-0.15031, -3.52830, -3.52036], [-2.40426, -1.24727, -3.67181], [-2.08561, -2.72408, -4.60367], [-2.14389, -1.16197, -5.41450], [1.54569, -1.76210, -5.26358], [0.26695, -1.10515, -6.28469], [0.24278, -2.80806, -5.83622], [-1.03411, 2.00479, -7.11877], [0.37851, 3.01006, -6.81563], [-1.10062, 3.72529, -7.47195], [-3.02538, 2.12459, -5.55701], [-3.21505, 3.83948, -5.94899], [-3.06239, 3.31186, -4.26558], [0.26216, 4.82759, -4.95935], [-1.24854, 5.01534, -4.05789], [-1.19980, 5.39581, -5.77484], [-3.73180, -6.77220, -0.14296], [-3.47492, -5.29035, -0.18099], [-3.09495, -4.60724, 0.96722], [-2.88711, -3.23781, 0.93537], [-3.04353, -2.53829, -0.24647], [-3.44661, -3.20411, -1.38703], [-3.65938, -4.57330, -1.35684], [-2.73918, -0.69919, -0.32140], [-2.33330, -0.64108, 2.10056], [-3.26121, -0.40779, -1.66968], [-1.18383, -0.80375, -0.45086], [-3.14813, -7.24731, 0.64284], [-3.47510, -7.23313, -1.09525], [-4.78800, -6.96925, 0.05869], [-2.97232, -5.16215, 1.89035], [-2.62108, -2.69186, 1.82491], [-3.60875, -2.62715, -2.28651], [-3.98484, -5.09423, -2.24882]], "mulliken_charge": [-0.1027, -1.2220, 0.9837, -1.2689, -1.0168, -1.2304, 1.2276, -2.1774, 0.9276, -0.8077, -1.0289, -0.4597, 0.5937, 0.0967, -0.2865, 2.7133, -1.5607, -1.8373, -1.7869, 2.2547, -2.1227, -1.7875, -1.8024, -1.8521, 1.8927, -0.8504, -0.2636, -0.7074, 0.8217, -0.2211, -1.1374, 2.6969, -2.0051, -1.4927, -1.9418, 2.1669, -1.8693, -1.5733, -1.8665, 0.3075, 0.3933, 0.2918, 0.4372, 0.4301, 0.1147, 0.5442, 0.4002, 0.4801, 0.5084, 0.6827, 0.5489, 0.3366, 0.5210, 0.1734, 0.3232, 0.4669, 0.3251, 0.5958, 0.2314, 0.2095, 0.4203, 0.5197, 0.3998, 0.4857, 0.3359, 0.3167, 0.3090, 0.5121, 0.3538, 0.4528, 0.3389, 0.5792, 0.0422, 0.3205, 0.1342, 0.2648, 0.3053, 0.5227, -0.0194, 0.5137, 0.3243, 0.3795, 0.2541, 0.4872, 0.3314, 0.3917, 0.4699, 0.3151, 0.4636, 0.2403, 0.3983, 0.1429, 0.4752, -1.6106, 1.2657, -1.1726, -0.5119, -0.2781, -0.2725, -1.0706, 1.6601, -0.9189, -1.1700, 0.1567, 0.3830, 0.3902, 0.2637, 0.3643, 0.4168, 0.5310, 0.3745]}

=====

2.
{"formula": "C4H11N2S", "method": "ωB97M-V/def2-TZVPD", "homo_lumo_gap_ev": 9.97, "lumo_ev": -4.11, "charge": 1, "relative_energy_ev": 1.763, "elements": ["C", "C", "C", "C", "N", "N", "S", "H", "H", "H", "H", "H", "H", "H", "H", "H", "H", "H"], "coordinates": [[1.54522, -1.46134, 0.44688], [-0.78524, -0.58127, -0.06637], [-1.44761, 1.90808, -0.05707], [-0.33713, 0.89283, -0.19796], [0.07320, -1.58075, 0.12637], [2.15719, -0.49735, -0.47729], [-2.42754, -1.00979, -0.00070], [1.48099, -1.05007, 1.47100], [1.91387, -2.42358, 0.34736], [-1.02447, 2.96837, -0.00757], [-1.78545, 1.93973, 0.88235], [-2.26764, 1.81794, -0.74637], [0.24182, 0.94325, 0.73038], [0.15323, 0.90074, -1.15052], [-0.03535, -2.51473, 0.36207], [2.55550, 0.36158, -0.08687], [2.88895, -0.92680, -1.04508], [-2.89954, 0.31315, -0.53061]], "nbo_charge": [-0.0491, 0.2447, -0.6184, -0.4652, -0.5141, -0.8594, 0.2081, 0.2052, 0.2141, 0.2642, 0.2251, 0.2091, 0.2429, 0.2809, 0.4253, 0.3922, 0.3948, 0.1996]}